# 1
2 unconnected molecules or ions with the total composition C4H13NO2, computed with wB97M-V/def2-TZVPD.

The spin multiplicity is 1. As for the total energy: -9943.6704 eV. The value obtained for the gap between HOMO and LUMO is 9.98 eV. Its energy above the lowest of the compared OMol25 structures with the same formula, charge and spin is 12.1 kcal/mol.

Structure (XYZ):
```
20
Properties=species:S:1:pos:R:3:forces:R:3:nbo_charge:R:1
O -2.238034 6.718893 0.975601 0.254 -0.265 -0.381 -0.938
O 1.653826 0.141957 -0.269827 -0.170 -0.551 -0.018 -0.729
N -1.146938 0.170810 0.293527 -0.322 0.226 0.331 -0.824
C 0.768256 -0.802198 -0.940729 0.753 0.770 1.143 0.080
C 1.572725 -2.018233 -1.309304 0.738 -0.481 -0.431 -0.645
C -0.156443 -1.827051 1.208595 -0.313 0.105 -0.704 -0.625
C -0.478775 -1.063375 -0.069713 0.615 0.448 -0.950 -0.064
H 0.479570 -0.227214 -1.803313 -0.403 -0.018 -0.581 0.176
H 2.186158 -0.385747 0.338672 0.026 0.232 0.000 0.456
H -1.880944 6.124715 0.293872 -0.223 0.311 0.389 0.469
H -1.084433 -2.176978 1.638175 -0.131 0.067 0.421 0.228
H -1.141119 -1.553882 -0.776699 -0.344 -0.754 0.280 0.185
H 0.358196 -1.132553 1.872026 -0.052 -0.147 0.263 0.204
H -3.054138 6.304523 1.267834 -0.031 -0.047 -0.006 0.468
H 1.024400 -2.904828 -1.609493 -0.516 -0.034 0.137 0.219
H 2.255507 -1.834857 -2.140285 -0.038 0.330 -0.006 0.223
H 2.224980 -2.310666 -0.481789 -0.162 -0.071 0.137 0.199
H -0.567345 0.653604 0.960590 0.159 0.236 0.225 0.355
H 0.470996 -2.692142 1.034667 0.173 -0.148 -0.076 0.209
H -1.246444 0.815221 -0.482409 -0.015 -0.207 -0.172 0.354
```
Forces are in eV/Å.

---

# 2
3 unconnected molecules or ions with the total composition C4H13NO2, computed with wB97M-V/def2-TZVPD.

The spin multiplicity is 1. As for the total energy: -9942.7599 eV. The value obtained for the gap between HOMO and LUMO is 10.90 eV. Its energy above the lowest of the compared OMol25 structures with the same formula, charge and spin is 33.1 kcal/mol.

Structure (XYZ):
```
20
Properties=species:S:1:pos:R:3:forces:R:3:nbo_charge:R:1
O -3.523211 -2.029662 0.222887 0.509 -0.082 -0.167 -0.934
O 2.136067 -2.503965 1.689510 -1.722 0.287 1.023 -0.957
N -0.688069 -0.535123 -0.710922 0.080 0.746 -0.546 -0.374
C -1.017782 -0.810298 -1.900394 0.660 -1.652 0.668 -0.077
C 1.092934 2.584590 0.636489 -0.455 -1.344 0.178 -0.606
C -0.016192 1.511011 0.545203 -0.182 0.664 -1.477 -0.390
C 0.331353 0.512245 -0.570193 -0.691 -0.109 1.073 -0.252
H -3.435100 -2.050374 -0.733878 -0.417 0.002 -0.158 0.456
H 0.765313 3.279143 1.392255 0.353 0.632 0.068 0.215
H -1.610222 -1.717171 -2.029598 -0.479 0.345 -0.206 0.157
H 1.236962 3.022511 -0.338168 -0.119 0.590 -0.216 0.201
H -2.590432 -1.932072 0.461812 -0.078 0.160 0.353 0.479
H 0.449492 1.081829 -1.503597 0.298 -0.240 0.082 0.168
H 2.700590 -2.572071 2.458775 0.582 -0.088 -0.469 0.481
H -0.252769 1.075351 1.508070 0.187 -0.403 0.049 0.214
H 1.234268 0.001760 -0.258371 0.458 -0.137 -0.279 0.201
H -0.491553 -0.475894 -2.789939 -0.117 0.674 -0.169 0.148
H 2.064926 2.142393 0.892865 -0.271 0.055 0.268 0.200
H 2.559278 -2.567257 0.854432 1.143 -0.186 -0.565 0.477
H -0.945850 1.983055 0.172761 0.260 0.086 0.492 0.193
```
Forces are in eV/Å.